Formula: C22H46FN2O8S
Source: OMol25
Level of theory: ωB97M-V with the def2-TZVPD basis set

The calculation puts the HOMO energy at -10.49 eV. The value obtained for the frontier orbital gap is 0.1675 Ha. The value obtained for the energy is -56460.39075 eV. As for the net charge: +1. The calculation puts the energy relative to the best compared isomer or geometry (same formula, charge and spin) at 34.1 kcal per mole. As for the lowest unoccupied orbital energy: -0.2179 Ha.

Last column: Löwdin charge in e.
Cartesian coordinates (Å):
S: 0.5232 -1.9408 2.6485  0.76
F: -0.2229 -1.1841 3.8678  -0.13
O: 4.1536 2.6005 5.5491  -0.17
O: 2.4156 2.0978 1.6410  0.15
O: 0.4728 1.0210 1.8965  0.06
O: -6.2222 0.0372 -5.1119  -0.16
O: 2.1641 1.2145 -2.4009  -0.17
O: -4.8483 -1.8949 -1.3503  -0.18
O: -0.0718 -1.6594 1.3545  -0.24
O: 0.4898 -3.3864 2.8429  -0.26
N: 5.5370 -3.3215 2.9484  0.14
N: 4.6237 -2.2888 2.6894  -0.13
C: 2.2922 -1.5188 2.5265  -0.10
C: 5.1399 -1.0693 2.3006  0.06
C: 6.1942 2.5020 6.9185  -0.07
C: 1.4944 2.2712 -1.7280  -0.28
C: -6.0289 -2.7152 0.6456  -0.08
C: 1.5965 0.7940 -3.6349  -0.28
C: 3.2892 -2.5607 2.8141  0.07
C: 1.5283 1.8942 -4.6794  -0.08
C: -5.4946 -0.9887 -4.4523  -0.28
C: 1.8671 1.0387 1.8639  -0.38
C: -6.5778 -0.2122 -6.4628  -0.28
C: 2.7843 -0.1799 2.1507  0.01
C: -3.8776 -1.1273 -0.6579  -0.27
C: -7.4520 -1.4411 -6.6454  -0.08
C: 5.3241 1.8589 5.8532  -0.30
C: 4.2417 0.0458 2.0341  0.10
C: 4.3542 3.9224 5.0616  -0.27
C: -5.3493 -3.0381 -0.6739  -0.27
C: -4.1630 -1.3091 -5.1108  -0.08
C: 0.0725 1.9421 -1.3493  -0.07
C: -2.6186 -1.9044 -0.3110  -0.08
C: 5.1494 3.9765 3.7694  -0.07
H: 2.2338 -0.0103 -4.0090  0.12
H: -4.2892 -1.6778 -6.1302  0.06
H: -3.6334 -2.0764 -4.5415  0.07
H: 6.3866 -2.9331 3.3820  0.13
H: -0.3836 2.7680 -0.7996  0.09
H: -6.9469 -2.3541 -6.3257  0.06
H: 2.0609 2.4616 -0.8144  0.10
H: -2.8271 -2.7426 0.3563  0.07
H: -6.1113 -1.8881 -4.3547  0.11
H: 4.6532 3.3847 2.9940  0.06
H: 6.1572 3.5755 3.8927  0.07
H: 6.2363 -0.8806 2.1767  0.16
H: -5.3079 -0.6332 -3.4389  0.10
H: 0.2407 1.2944 2.8120  0.15
H: 4.6430 1.0432 1.7252  0.14
H: 4.9859 0.8835 6.2138  0.11
H: 1.1217 1.5042 -5.6141  0.08
H: 5.0942 -3.8828 3.6883  0.13
H: -1.8984 -1.2558 0.1844  0.04
H: -2.1609 -2.3128 -1.2163  0.09
H: 2.9192 -3.5716 3.1318  0.16
H: -7.1281 0.6675 -6.8040  0.12
H: 0.0643 1.0473 -0.7206  0.07
H: -7.7248 -1.5594 -7.6960  0.08
H: 5.2420 5.0065 3.4206  0.09
H: -6.0789 -3.4976 -1.3444  0.12
H: 4.8152 4.5455 5.8333  0.11
H: 7.0563 1.8689 7.1374  0.08
H: -6.4271 -3.6249 1.0991  0.08
H: 1.5493 3.1890 -2.3218  0.11
H: -0.5501 1.7387 -2.2217  0.07
H: -4.5508 -3.7751 -0.5350  0.11
H: -6.8516 -2.0137 0.4891  0.08
H: 2.5246 2.2983 -4.8733  0.08
H: 0.6092 0.3514 -3.4652  0.11
H: -4.3192 -0.6763 0.2371  0.11
H: -8.3666 -1.3494 -6.0550  0.08
H: -5.6783 -0.2738 -7.0852  0.10
H: 5.8996 1.6682 4.9383  0.09
H: -3.6097 -0.3004 -1.3194  0.12
H: 0.8959 2.7239 -4.3596  0.07
H: 5.6246 2.6468 7.8388  0.09
H: 3.3617 4.3393 4.8825  0.12
H: 6.5667 3.4789 6.6076  0.07
H: -5.3412 -2.2582 1.3595  0.06
H: -3.5375 -0.4134 -5.1622  0.08

Forces on atoms 1 to 2 (eV/Å):
-2.1 -4.1 -3.7
1.7 -0.6 -1.6

***

Formula: C56H78As3BBaF4NO9P
Source: OMol25
Level of theory: ωB97M-V with the def2-TZVPD basis set

The calculation puts the HOMO energy at -6.72 eV. The value obtained for the frontier orbital gap is 0.2010 Ha. The value obtained for the energy is -283309.58642 eV. The calculation puts the energy relative to the best compared isomer or geometry (same formula, charge and spin) at 0.0 kcal per mole. As for the lowest unoccupied orbital energy: -0.0460 Ha.

Last column: Löwdin charge in e.
Cartesian coordinates (Å):
Ba: -0.7615 0.2948 -1.3154  1.84
As: -2.3065 -1.9721 -2.9976  1.25
As: 1.1857 -1.9800 0.9956  1.28
As: -0.0215 -4.4852 -5.0202  1.39
P: 0.2964 3.7240 0.4365  0.84
F: -2.4027 3.3567 -3.7074  0.18
F: -0.7331 1.8126 -3.4423  -0.05
F: -2.7652 1.5255 -2.3612  -0.10
F: -2.6042 1.2245 -4.6138  0.14
O: -3.6972 -3.4979 -1.1838  -0.13
O: -3.0767 -5.6527 -1.4320  0.13
O: 1.0638 -1.0043 -3.2068  -0.18
O: -0.3363 2.7103 -0.4843  -0.55
O: -1.3893 -1.8349 -7.0421  0.12
O: -3.3113 -2.3307 -5.9919  -0.09
O: -2.2581 -6.8922 -4.2047  0.13
O: -0.6822 -6.9453 -2.6570  -0.01
O: 1.4929 -3.1971 -2.9105  0.05
N: -0.1897 -0.7955 1.1603  -0.43
C: 0.1747 4.5242 3.1564  -0.19
C: 0.0900 5.4236 -0.2153  -0.32
C: 4.0256 0.9081 2.4716  -0.04
C: -3.9791 -2.2739 -7.2588  -0.02
C: 3.9755 -1.2800 0.7811  -0.32
C: -2.1718 6.3606 -2.0303  -0.18
C: -1.2255 -0.7961 2.0624  -0.47
C: -0.3772 3.5328 2.1120  -0.35
C: 2.6554 2.5353 -0.5876  -0.17
C: 2.8535 0.1655 2.3595  -0.29
C: 3.0596 -3.0393 3.7721  -0.04
C: 3.6946 5.2179 0.0512  -0.19
C: -3.0254 -4.5014 -1.7741  -0.51
C: 2.3545 -0.6606 -2.6449  -0.03
C: 0.8381 -2.3254 -3.4363  -0.58
C: 1.2719 -4.6086 4.4210  -0.02
C: -1.9012 3.3969 2.1854  -0.17
C: 5.1654 0.6072 1.7416  -0.28
C: 4.0834 -2.5439 -0.0393  -0.08
C: 0.8917 -3.3354 2.4075  -0.27
C: -2.2741 -1.1956 4.2376  -0.09
C: -1.5300 -6.2979 -3.4560  -0.58
C: -4.1786 -1.6163 -3.4001  -0.25
C: -0.6801 6.5193 -2.3645  -0.19
C: -0.3628 -6.3202 5.2743  -0.05
C: -0.6821 -5.0175 3.1416  -0.01
C: -2.5117 -0.3938 1.6242  -0.12
C: 1.7027 0.5449 3.2487  -0.06
C: -0.1296 -2.5582 -4.5419  -0.30
C: -1.2121 6.0955 0.2681  -0.19
C: -2.2881 2.7972 3.5496  -0.17
C: 4.4090 4.3124 -0.9439  -0.19
C: -2.1876 -3.9595 -2.8868  -0.22
C: 0.0710 -5.2904 4.2685  -0.27
C: 0.1294 5.3743 -1.7643  -0.18
C: -2.0021 -2.0636 -6.0308  -0.56
C: -2.3671 5.7107 -0.6519  -0.18
C: -3.6262 -0.4055 2.4463  -0.13
C: 1.7076 -3.6526 3.5112  -0.26
C: -0.2862 -4.0641 2.2085  -0.28
C: -3.5261 -0.8193 3.7684  -0.12
C: 3.3955 3.3923 -1.6105  -0.18
C: 2.0745 3.2956 0.6248  -0.31
C: -0.7563 4.6113 4.3718  -0.19
C: 0.0936 -6.2097 -1.7003  -0.02
C: 2.8069 -0.9311 1.4836  -0.29
C: -1.2413 -4.8043 -6.5228  -0.28
C: 5.1213 -0.5002 0.9071  -0.02
C: 3.0086 4.4002 1.1440  -0.18
C: 6.4157 1.4333 1.8667  -0.05
C: -1.1535 -1.1775 3.4215  -0.06
C: -1.4184 -4.7969 -3.5843  -0.25
C: -1.3581 -2.0297 -4.6831  -0.29
C: -1.1803 -3.8475 1.0132  -0.08
C: -4.5433 -3.8050 -0.0634  -0.01
C: -1.3337 3.2344 4.6721  -0.19
B: -2.1470 2.0236 -3.5849  -1.30
H: -1.8509 3.2208 5.6323  0.11
H: -2.6559 5.7499 -2.7922  0.10
H: 3.6954 -3.0672 2.8913  0.06
H: 0.5660 -5.3324 -2.1420  0.07
H: -5.5763 -3.6627 -0.3752  0.10
H: 4.2511 -3.4047 0.6143  0.08
H: -0.2897 4.4304 -2.1196  0.10
H: 3.5655 -3.5888 4.5665  0.08
H: 2.4747 5.0682 1.8266  0.09
H: 1.9979 2.5394 1.4132  0.09
H: 1.8495 2.0068 -1.1035  0.07
H: 4.3957 5.9130 0.5181  0.11
H: 1.9024 -4.8372 5.2738  0.12
H: -2.6524 7.3418 -2.0467  0.11
H: 7.2008 0.8783 2.3826  0.08
H: -5.0346 -2.4004 -7.0390  0.10
H: 0.2918 -7.1929 5.2464  0.08
H: -3.3250 6.0064 -0.2207  0.11
H: -4.2080 -0.7580 -4.0684  0.03
H: -4.3930 -0.8400 4.4138  0.09
H: 3.7890 3.9178 1.7409  0.11
H: -3.3076 3.1059 3.7919  0.12
H: 2.5326 0.3615 -2.9720  0.10
H: -3.7917 -1.3146 -7.7369  0.10
H: -0.8502 -4.3197 -7.4149  0.04
H: -1.0745 7.1800 0.2409  0.12
H: -1.4224 5.8479 1.3106  0.08
H: 0.7692 0.5681 2.6932  0.03
H: -1.2156 -5.8867 -6.6490  0.03
H: 2.6823 3.9979 -2.1753  0.10
H: 0.9402 6.0084 0.1482  0.11
H: 3.3432 1.7815 -0.1909  0.11
H: -4.6554 -2.4790 -3.8557  0.04
H: 6.8057 1.7099 0.8859  0.08
H: 3.1857 -2.7631 -0.6170  0.02
H: -4.3840 -4.8312 0.2565  0.09
H: 3.0986 -1.3283 -3.0722  0.11
H: -2.2665 -4.5067 -6.3249  0.03
H: -0.2063 -1.4989 3.8340  0.09
H: 4.9388 4.9056 -1.6912  0.11
H: 6.2290 2.3477 2.4289  0.07
H: 1.8826 1.5134 3.7196  0.08
H: -4.2919 -3.1050 0.7310  0.09
H: -0.3033 7.4757 -1.9900  0.11
H: 0.3190 5.5187 2.7260  0.10
H: -1.5717 5.3114 4.1702  0.12
H: 4.0449 1.7493 3.1575  0.11
H: -0.3273 -5.9184 6.2877  0.08
H: 5.1609 3.7148 -0.4163  0.11
H: 1.5738 -0.1856 4.0513  0.08
H: 1.1603 4.1801 3.4840  0.11
H: -1.3796 -6.6572 5.0782  0.07
H: -3.6233 -3.0761 -7.9046  0.10
H: -2.2544 2.7480 1.3811  0.10
H: 0.8631 -6.8952 -1.3582  0.10
H: 6.0070 -0.7819 0.3472  0.12
H: -2.2999 1.7124 3.4810  0.08
H: -0.5413 -5.9190 -0.8637  0.08
H: -1.8567 -3.0063 1.1821  0.07
H: -1.7816 -4.7392 0.8327  0.07
H: 2.9654 5.8293 -0.4897  0.10
H: -0.5398 6.5346 -3.4458  0.11
H: -2.3939 4.6222 -0.7552  0.11
H: -0.5087 2.5196 4.7601  0.11
H: 4.9321 -2.4859 -0.7208  0.08
H: -4.5801 -0.0878 2.0418  0.10
H: 2.9910 -1.9988 4.0825  0.07
H: 1.1631 5.4105 -2.1097  0.09
H: -2.1572 -1.5161 5.2658  0.10
H: 2.3499 -0.7280 -1.5559  0.05
H: -2.3876 4.3650 2.0404  0.10
H: -1.6063 -5.5591 2.9733  0.12
H: 0.0079 2.5351 2.3552  0.10
H: 3.8825 2.7373 -2.3374  0.11
H: -2.6921 -0.0688 0.6014  0.04
H: -4.6554 -1.3627 -2.4558  0.03
H: -0.6078 -3.6296 0.1067  0.04
H: -0.2055 5.0112 5.2247  0.11

Forces on atoms 1 to 2 (eV/Å):
0.9 0.4 1.1
0.0 -0.3 -0.3